Record 1
Entry from OMol25: a 2-piece molecular cluster, C6H12N3O overall (the ωB97M-V functional and the def2-TZVPD basis).

```
22
Properties=species:S:1:pos:R:3:forces:R:3:nbo_charge:R:1
C 2.9821 -1.8261 -0.1758 0.59 -1.16 -0.28 -0.07
C 0.7104 2.2677 0.5193 1.06 -0.73 2.19 -0.37
C -0.8026 0.9451 -1.0344 -0.51 0.41 -1.22 -0.48
C -0.9096 -0.5691 -1.2027 0.48 -0.65 1.44 -0.22
C -0.8616 -0.6338 1.2753 1.10 -2.76 -0.24 -0.03
C -0.1925 1.3732 0.2785 -2.64 -0.79 -1.54 0.15
N 2.8693 -0.7478 -0.5766 -0.44 -1.13 1.15 0.21
N -0.9756 0.7571 1.2806 0.69 2.19 3.56 -0.66
N -1.6499 -1.1435 0.0170 -1.99 1.78 0.21 -0.57
O 2.5586 0.3743 -0.7708 0.01 1.56 -0.92 -0.40
H 3.3185 -2.8496 -0.0903 -0.08 0.58 -0.05 0.27
H 1.0433 2.2653 1.5560 -0.16 0.66 0.07 0.20
H 1.4015 2.6710 -0.1371 0.64 0.93 -1.54 0.24
H -0.0905 1.1409 -1.8037 0.38 0.85 -0.81 0.26
H -1.7953 1.5054 -1.2861 1.68 -1.08 0.64 0.25
H -1.3164 -0.9341 -2.0961 -1.69 0.10 -1.24 0.24
H 0.0610 -1.0698 -1.3348 0.18 0.34 1.13 0.23
H 0.2446 -0.9865 1.0780 -2.06 0.14 0.71 0.20
H -1.4065 -1.1053 2.1304 0.99 0.39 -0.48 0.24
H -0.6969 1.2078 2.2529 -1.05 -1.56 -2.37 0.42
H -2.5413 -0.4557 0.1370 1.96 -2.34 -0.57 0.46
H -1.9506 -2.1866 -0.0164 0.86 2.28 0.16 0.46
```
Positions in Å, forces in eV/Å.

Properties
LUMO = -3.3 eV
Energy above the lowest of the compared OMol25 structures with the same formula, charge and spin = 644.5 kJ/mol
Charge = +1
Calculated total energy = -474.90552 Ha
Highest occupied orbital energy = -12.9 eV


Record 2
Entry from OMol25: C6H12N3O as an isolated structure (the ωB97M-V functional and the def2-TZVPD basis).

```
22
Properties=species:S:1:pos:R:3:forces:R:3:nbo_charge:R:1
C 0.0050 0.8431 -0.1161 2.38 -1.02 0.12 0.52
C -1.0286 0.0700 -0.2780 -0.23 0.15 -0.11 -0.31
C 1.7050 2.3942 0.0839 0.01 1.11 -0.02 0.05
C -3.4166 -0.2564 0.3793 -0.01 0.17 -0.02 -0.60
C 3.4756 -1.4061 0.0142 0.71 0.14 -0.01 -0.45
C -2.4303 0.6239 -0.3762 0.03 -0.01 0.01 -0.41
N 2.4474 1.1932 0.0659 1.02 -1.78 -0.02 -0.17
N 1.7290 0.1985 -0.0365 -3.33 2.68 -0.07 0.16
N 2.0852 -1.0291 -0.0563 0.20 -0.94 0.00 -0.32
O 0.3068 2.0995 0.0456 -0.37 -0.17 0.02 -0.45
H -0.9285 -1.0000 -0.3631 0.26 -0.14 0.00 0.24
H 1.9277 2.9600 0.9979 -0.15 -0.21 -0.16 0.23
H 1.9793 3.0111 -0.7834 -0.14 -0.21 0.13 0.23
H -3.4646 -1.2490 -0.0618 -0.02 -0.12 0.00 0.21
H -4.4075 0.1864 0.3275 -0.09 -0.04 0.02 0.24
H -3.1392 -0.3480 1.4264 -0.01 -0.03 0.09 0.21
H 3.5478 -2.4684 0.2285 -0.12 0.04 0.00 0.25
H 3.9852 -1.1863 -0.9266 -0.04 -0.01 0.03 0.23
H 3.9611 -0.8332 0.8062 -0.04 -0.10 0.00 0.24
H -2.4466 1.6443 0.0075 -0.03 0.01 -0.08 0.23
H -2.7022 0.6545 -1.4340 0.00 0.09 0.01 0.23
H 1.3595 -1.7202 -0.2014 -0.04 0.41 0.04 0.43
```
Positions in Å, forces in eV/Å.

Properties
LUMO = -3.8 eV
Energy above the lowest of the compared OMol25 structures with the same formula, charge and spin = 510.7 kJ/mol
Charge = +1
Calculated total energy = -474.95649 Ha
Highest occupied orbital energy = -13.5 eV


Record 3
Entry from OMol25: C6H12NO as an isolated structure (the ωB97M-V functional and the def2-TZVPD basis).

```
20
Properties=species:S:1:pos:R:3:forces:R:3:nbo_charge:R:1
C 1.8409 0.7060 0.7721 2.00 -0.70 0.47 -0.13
O 2.8760 -0.1078 0.4179 -1.07 -0.15 -0.68 -0.95
C 0.3835 0.2386 0.5261 -1.09 0.92 2.18 0.30
C 0.2552 -0.8854 -0.5724 -0.13 0.49 2.85 -0.55
C -1.2638 -0.7288 -0.9707 0.63 -1.77 -1.26 -0.47
C -1.4470 1.6384 -1.7308 1.06 -0.01 -0.19 -0.43
C -1.3949 0.3358 -2.0289 -0.40 1.42 3.83 -0.15
N -0.6357 0.8595 1.2590 3.23 -0.40 -4.47 -0.77
H 1.9429 1.7133 0.2625 -0.43 -0.02 0.37 0.10
H 1.9229 0.8357 1.8837 -0.64 0.62 -0.41 0.14
H -0.1325 1.5844 0.2862 -0.95 -1.16 2.78 0.37
H 1.2022 -0.5777 -1.0788 -0.92 -0.50 -0.98 0.29
H 0.5567 -1.8805 -0.0886 -0.68 1.28 -0.61 0.25
H -1.7816 -0.4835 -0.0337 0.10 0.07 -0.36 0.26
H -1.7025 -1.6868 -1.3975 0.63 0.90 0.52 0.18
H -1.2892 1.9160 -0.6778 -0.78 0.20 -0.86 0.20
H -1.3254 2.4163 -2.4961 -0.50 -0.31 0.26 0.18
H -1.5082 -0.0250 -2.9603 -0.07 -0.88 -3.43 0.18
H 0.5996 -3.1678 4.5356 -0.53 -0.83 0.79 -0.03
H 0.9012 -2.7007 4.0928 0.54 0.84 -0.80 0.03
```
Positions in Å, forces in eV/Å.

Properties
LUMO = 3.8 eV
Energy above the lowest of the compared OMol25 structures with the same formula, charge and spin = 536.9 kJ/mol
Charge = -1
Calculated total energy = -365.57423 Ha
Highest occupied orbital energy = -2.7 eV